The following is a DFT calculation (ωB97M-V/def2-TZVPD) of a structure of composition C47H51Cl2CrN3O2PS3.

## Properties
HOMO energy (spin up / spin down) ... -1.50 / -1.78 eV
2S+1 ... 2
Charge ... -2
LUMO (spin up / spin down) ... 4.1 / 4.1 eV
HOMO-LUMO gap (spin up / spin down) ... 0.204 / 0.215 Eh

Cartesian coordinates (Å):
Cr 0.6918 0.5365 -0.6934
C 3.3213 -0.7295 -3.4213
C 3.2624 -1.5124 -2.1112
C 3.9452 -2.8710 -2.2660
P 1.6005 -1.5631 -1.2946
C 0.5005 -2.7428 -2.2206
C 0.5964 -2.5614 -3.7369
C 0.5440 -4.2214 -1.8533
C 2.0016 -2.1957 0.3682
C 2.3466 -3.4957 0.7294
C 2.5499 -3.8689 2.0498
C 2.9094 -5.2825 2.4196
C 2.3859 -2.8842 3.0255
C 2.0824 -1.5809 2.6970
C 1.9181 -1.1969 1.3561
N 1.6270 0.1041 0.9821
C 2.0427 1.1658 1.8122
C 3.3165 1.2820 2.3752
C 4.4293 0.3210 2.0535
C 3.6007 2.3957 3.1712
C 2.6895 3.4179 3.3787
C 3.0017 4.5952 4.2626
C 1.4661 3.3456 2.7190
C 1.1662 2.2525 1.9363
C -0.6023 3.7967 0.4792
H 4.3715 -0.5863 -3.6947
H 2.8522 0.2476 -3.3358
H 2.8405 -1.2686 -4.2364
H 3.8154 -0.9315 -1.3616
H 3.4516 -3.4811 -3.0256
H 3.9726 -3.4376 -1.3355
H 4.9795 -2.7210 -2.5918
H -0.4891 -2.3749 -1.9428
H 1.5043 -3.0117 -4.1435
H 0.5614 -1.5122 -4.0286
H -0.2600 -3.0634 -4.1968
H 1.5073 -4.6756 -2.1015
H -0.2256 -4.7473 -2.4286
H 0.3352 -4.3727 -0.7971
H 2.4264 -4.2591 -0.0337
H 2.8275 -5.9440 1.5555
H 2.2494 -5.6739 3.1976
H 3.9342 -5.3599 2.7958
H 2.4884 -3.1498 4.0740
H 1.9345 -0.8386 3.4712
H 4.3686 0.0063 1.0092
H 4.4122 -0.5860 2.6611
H 5.3891 0.8187 2.2045
H 4.5889 2.4683 3.6172
H 3.9217 4.4285 4.8258
H 2.1920 4.7706 4.9734
H 3.1252 5.5120 3.6801
H 0.7235 4.1201 2.8587
H 0.3164 4.2559 0.1145
H -1.0157 4.3526 1.3204
H -1.3331 3.7323 -0.3249
Cl -1.2117 0.2095 3.8631
C -1.5128 1.6819 4.8734
C -1.8565 1.3870 6.1871
C -2.0830 2.4490 7.0570
C -1.9510 3.7480 6.5836
C -1.6068 3.9020 5.2482
Cl -1.4441 5.6756 4.7501
C -1.3783 2.9349 4.3112
S -0.3107 2.1107 0.9909
H -1.9370 0.3620 6.5235
H -2.3514 2.2641 8.0911
H -2.1121 4.6012 7.2310
C 3.2000 3.6874 -3.1889
C 2.2205 2.6507 -2.6993
S 2.4842 1.9719 -1.1245
C 1.1761 2.2554 -3.4601
C 0.9454 2.8132 -4.8430
S 0.0868 1.0304 -2.8827
H 4.0808 3.7169 -2.5480
H 2.7593 4.6902 -3.1862
H 3.5276 3.4841 -4.2130
H 1.7737 2.5778 -5.5208
H 0.8454 3.9027 -4.8244
H 0.0347 2.4030 -5.2785
O -0.8127 -2.5231 0.5199
C -1.5564 -1.6644 0.0853
N -2.9274 -1.8635 -0.0430
C -3.5084 -0.8205 -0.8459
C -2.3669 0.2335 -0.7151
O -2.5310 1.4170 -0.9470
N -1.2237 -0.3905 -0.3286
C -4.8555 -0.3435 -0.3306
C -5.4223 0.8458 -0.7841
C -6.6748 1.2358 -0.3373
C -7.3865 0.4457 0.5556
C -6.8288 -0.7389 1.0081
C -5.5709 -1.1276 0.5664
C -3.6163 -1.2302 -2.3255
C -3.4055 -0.3124 -3.3485
C -3.4835 -0.7104 -4.6766
C -3.7926 -2.0210 -5.0023
C -4.0199 -2.9405 -3.9865
C -3.9300 -2.5439 -2.6612
H -3.2232 -2.8242 -0.0703
H -4.8602 1.4698 -1.4615
H -7.0933 2.1729 -0.6838
H -8.3636 0.7579 0.9034
H -7.3619 -1.3582 1.7192
H -5.1267 -2.0319 0.9596
H -3.1246 0.7027 -3.1041
H -3.2744 0.0111 -5.4558
H -3.8434 -2.3295 -6.0395
H -4.2556 -3.9708 -4.2241
H -4.0985 -3.2810 -1.8852

Atomic forces in eV per Å
-0.187 0.462 -0.266
0.021 -0.005 0.000
0.092 -0.087 0.042
0.064 -0.007 0.009
-0.093 0.024 0.229
-0.108 -0.007 -0.047
-0.003 -0.013 -0.029
0.004 -0.019 -0.008
0.171 -0.168 -0.129
-0.065 0.026 -0.006
-0.009 0.075 -0.008
0.019 -0.048 0.012
0.003 -0.005 0.019
0.005 -0.079 0.038
-0.085 0.256 -0.033
0.277 -0.228 0.242
-0.103 -0.105 -0.244
0.133 0.078 0.115
-0.005 -0.004 -0.018
-0.058 -0.028 -0.039
0.026 -0.046 -0.013
0.004 0.008 0.024
-0.070 0.022 0.068
0.072 0.040 0.069
0.054 0.164 -0.051
0.016 0.037 -0.011
-0.028 0.042 0.045
0.018 -0.024 -0.022
-0.025 0.008 -0.035
-0.035 -0.005 -0.016
-0.014 0.048 0.010
0.005 -0.014 -0.021
0.043 0.010 0.009
0.018 -0.023 0.003
-0.005 0.029 0.036
0.003 -0.016 -0.030
0.010 -0.002 0.006
0.007 -0.012 -0.019
-0.004 0.024 0.028
0.016 -0.013 -0.007
-0.003 -0.002 -0.017
-0.012 0.003 0.013
0.005 0.006 0.005
-0.002 -0.010 0.002
0.005 0.002 0.010
-0.019 -0.002 -0.013
-0.026 -0.006 0.025
0.016 -0.013 -0.006
0.025 0.006 0.011
0.016 0.001 0.004
-0.016 0.003 0.001
-0.006 0.006 -0.008
-0.001 0.032 -0.005
0.029 -0.042 -0.008
-0.005 0.002 0.000
-0.025 -0.022 0.004
-0.014 0.113 0.049
0.009 -0.227 -0.032
0.017 0.132 0.021
0.017 -0.033 -0.046
-0.025 -0.005 0.077
-0.008 0.231 0.016
-0.003 -0.124 0.005
0.010 0.021 -0.048
-0.111 -0.360 0.019
-0.010 -0.043 0.013
-0.004 0.007 0.006
0.007 0.004 0.001
0.049 0.038 0.017
-0.052 -0.069 -0.073
-0.062 0.035 -0.008
0.052 0.067 0.029
-0.027 -0.011 -0.031
-0.039 -0.078 0.164
-0.009 -0.025 0.011
-0.025 0.003 0.003
0.002 -0.018 -0.016
0.021 -0.002 -0.005
0.003 0.020 0.004
-0.006 -0.017 0.026
-0.022 -0.053 -0.049
0.047 0.170 0.115
-0.015 -0.069 0.149
0.034 -0.032 -0.014
0.010 0.213 0.218
0.004 -0.103 -0.138
0.008 -0.201 -0.330
-0.011 -0.121 -0.052
-0.002 -0.093 0.013
0.005 0.035 -0.035
-0.015 -0.004 -0.003
0.020 0.017 -0.026
-0.014 0.049 0.105
-0.083 0.075 0.048
0.073 -0.039 -0.032
-0.002 0.019 0.043
-0.012 -0.043 -0.018
0.009 0.046 -0.009
-0.005 -0.039 -0.017
0.016 0.034 -0.078
0.012 0.046 -0.032
-0.009 0.005 0.003
-0.002 0.012 0.006
-0.005 0.002 -0.001
0.010 -0.001 -0.011
0.014 0.047 0.007
-0.004 0.011 -0.023
0.002 -0.005 -0.002
-0.006 -0.007 -0.007
-0.015 0.012 -0.001

Atomic partial charges in e from the Löwdin method, atoms 1 to 4: atom 1 (Cr): -0.014, atom 2 (C): -0.116, atom 3 (C): -0.508, atom 4 (C): -0.109

=====

The following is a DFT calculation (ωB97M-V/def2-TZVPD) of a structure of composition C4H7NO.

## Properties
HOMO energy ... -8.99 eV
ΔE to the lowest compared entry with this formula, charge and spin ... 129.0 kcal/mol
LUMO ... 0.8 eV
HOMO-LUMO gap ... 0.361 Eh

Cartesian coordinates (Å):
O 0.4668 -1.9471 -0.2293
C -0.4665 -0.9113 -0.2978
C -0.8177 -0.1020 0.9798
C -0.5516 1.2419 0.2506
N 1.2035 0.8161 -0.1640
C -0.0077 0.4144 -0.9001
H 1.2878 -1.5432 0.0893
H -1.3564 -1.3103 -0.7915
H -0.1985 -0.3120 1.8574
H -1.8704 -0.1534 1.2790
H 0.7187 1.5650 0.6209
H 1.6119 1.5609 -0.7380
H -0.0201 0.6810 -1.9564

Atomic forces in eV per Å
0.246 0.052 0.098
-0.300 0.160 -0.082
-0.012 -0.030 0.187
-0.210 -0.154 -0.016
0.067 0.085 -0.021
-0.015 -0.041 -0.319
-0.083 -0.139 -0.055
0.114 0.085 0.054
-0.074 0.064 -0.119
0.153 0.006 -0.063
0.195 0.039 0.046
-0.060 -0.070 0.122
-0.021 -0.058 0.167

Atomic partial charges in e from the Löwdin method, atoms 1 to 4: atom 1 (O): -0.019, atom 2 (C): -0.359, atom 3 (C): -0.140, atom 4 (C): -0.009

=====

The following is a DFT calculation (ωB97M-V/def2-TZVPD) of an isolated molecule of C5H7BO3S at a distorted geometry.

## Properties
HOMO energy ... -8.21 eV
SMILES ... O=C[C@]1(B(O)O)CC=CS1
ΔE to the lowest compared entry with this formula, charge and spin ... 19.0 kcal/mol
LUMO ... 0.0 eV
HOMO-LUMO gap ... 0.302 Eh

Cartesian coordinates (Å):
B 1.6456 -0.2861 0.2059
C -2.0818 -0.3879 -0.4585
C -2.2545 -0.4333 0.8430
C 0.1991 1.8245 0.1188
C -0.6824 -0.3178 -0.9936
C 0.1032 0.2991 0.1571
O 0.1835 2.4908 -0.8924
O 2.5842 0.0094 1.2043
O 1.8298 -1.2279 -0.6993
S -0.7428 -0.0925 1.7015
H -3.0566 -0.5215 -1.1547
H -3.1997 -0.3565 1.4002
H 0.4293 2.2602 1.1289
H -0.2814 -1.2249 -1.0674
H -0.6415 0.2700 -1.9110
H 3.2744 -0.7087 1.1901
H 2.6917 -1.5969 -0.7727

Atomic forces in eV per Å
-0.905 1.033 2.124
-3.401 -1.063 -2.548
-0.023 1.270 0.870
0.754 0.191 -0.434
-1.947 3.619 1.134
1.616 1.435 0.024
-0.282 -0.459 0.772
-0.005 -1.142 -0.980
-0.205 -0.871 -1.422
-0.187 -0.703 0.839
2.573 0.392 1.488
0.568 -0.477 -0.377
-0.300 0.046 -0.499
1.149 -3.926 -1.177
0.338 -0.096 0.079
-0.821 1.305 0.220
1.079 -0.553 -0.112

Atomic partial charges in e from the Löwdin method, atoms 1 to 4: atom 1 (B): -0.666, atom 2 (C): -0.184, atom 3 (C): -0.396, atom 4 (C): -0.262